Below is a 26-piece molecular cluster, C76H223N19O26 overall, with properties calculated with ωB97M-V/def2-TZVPD.

Positions of all 344 atoms, in Å:
O 4.606 9.917 12.738
H -4.935 2.236 12.195
H -0.341 10.271 9.841
C 7.721 11.310 14.084
H -5.361 9.718 15.787
H 5.281 7.877 17.822
H 4.179 3.301 15.638
C 0.568 2.320 16.336
N -4.976 14.517 16.069
H 3.722 3.948 11.244
H 5.586 5.067 13.209
H -0.669 5.169 14.472
H -1.519 10.874 10.999
H 1.362 1.079 13.811
H -2.543 10.365 14.457
C -6.790 6.701 11.092
C 3.601 10.861 12.386
N 2.485 14.466 18.203
H -3.152 6.512 12.377
H 2.962 1.600 17.128
H 2.656 11.876 16.267
C 2.366 12.923 16.350
H -5.272 8.107 8.915
C -7.876 7.842 11.192
C 8.735 11.324 15.215
H 0.168 1.805 13.035
H -0.640 12.198 18.082
O 0.629 11.088 18.811
C 3.927 12.318 12.729
C 2.910 13.432 12.528
H -0.835 8.532 5.411
N -0.088 0.082 17.229
H -2.117 5.843 17.249
H -7.449 8.894 9.256
C -1.097 6.106 17.531
H 3.347 14.404 12.757
H -3.131 9.316 6.417
H 7.475 8.285 16.921
C -5.218 2.895 10.151
H -1.934 8.845 18.997
H -6.056 7.750 17.118
C 2.751 2.692 9.819
H -1.786 15.342 15.348
H -2.256 2.876 16.920
H 1.274 10.894 18.131
H 5.092 8.240 13.830
C 2.273 0.911 17.617
H -8.162 7.410 13.023
H 5.958 10.360 13.830
H -2.456 7.233 19.335
H -1.408 11.475 15.013
H -1.884 12.011 17.240
H 11.212 11.404 11.006
H -6.753 9.066 15.029
H 4.847 13.953 16.841
C -1.715 11.664 8.941
C 0.241 17.284 11.315
C -7.071 13.629 14.843
N -2.915 2.701 19.344
H -4.591 0.646 19.392
H 1.132 17.424 11.926
H -1.327 1.982 5.586
H -4.384 5.125 11.382
H -5.257 -1.552 17.237
C -1.836 0.770 10.670
H 2.977 1.675 9.498
O -7.279 5.622 11.800
H -3.438 6.985 9.886
H -0.118 -1.345 14.880
H -2.195 11.941 13.559
H 9.111 12.336 15.368
H 9.564 10.646 15.008
H -5.438 5.830 14.779
H 1.102 0.651 7.892
H -6.478 1.175 13.105
H 4.697 0.477 18.383
C 5.499 7.898 16.755
H 0.226 0.202 6.320
N -4.121 7.400 16.452
H 9.159 4.190 16.087
H 1.083 8.150 17.276
C -0.637 5.077 7.125
H 0.187 12.789 8.759
H -2.517 3.220 10.756
H 0.077 17.459 14.048
H 2.105 1.302 18.621
H -2.930 -2.302 16.476
H -3.384 0.450 18.246
H -3.695 7.490 15.541
H -0.878 -1.459 13.306
C -10.060 -1.457 15.187
H 0.786 2.046 10.323
H -0.742 13.419 10.056
H -3.542 4.065 17.009
H -3.894 6.623 7.723
H 2.771 13.411 15.463
H 2.701 10.491 12.877
H 1.376 0.524 15.697
H -6.058 8.587 6.816
H 7.107 8.540 14.851
O 0.124 2.096 7.095
H -0.997 8.163 22.575
H 10.676 4.993 16.432
H 6.214 10.832 15.397
N -1.037 -3.980 14.278
H -2.146 4.355 4.422
H 2.655 12.451 18.440
H 0.196 9.358 14.205
H -6.667 6.517 10.025
H -10.612 -0.396 13.460
H -9.789 -1.916 11.917
H -3.885 6.027 13.798
H 4.512 2.382 10.758
H -1.136 15.949 7.708
H -2.264 4.440 14.527
O 5.035 5.391 13.921
H -5.763 6.972 11.340
N 6.638 10.427 14.574
O -2.592 7.333 5.719
H 0.249 2.845 17.236
H -9.241 -1.380 15.901
H -4.677 3.647 9.577
O -1.088 15.800 13.460
H -0.657 5.386 18.220
C -1.785 -2.826 14.671
C -4.321 0.987 18.393
H -4.228 13.129 13.727
H -1.439 15.464 9.459
C 4.185 8.774 13.544
H -10.722 -2.249 15.539
C 6.890 7.476 16.482
C 9.619 4.969 16.696
H -5.101 11.657 14.350
H -6.921 -1.023 17.276
H -3.660 -0.509 14.491
H -6.871 14.089 13.875
H -2.502 7.933 21.702
N -0.592 19.405 12.288
C -7.546 9.112 10.319
H 1.138 3.460 11.169
H -8.295 9.877 10.519
H -0.203 2.329 15.566
H -1.744 9.386 21.465
H -2.115 8.305 7.382
C -6.631 0.921 14.154
H 8.537 9.862 12.840
H 3.833 4.751 15.375
O -5.433 0.554 17.468
C 8.382 10.940 12.804
H -9.289 5.352 11.163
C -2.062 6.573 13.915
O -1.702 -0.294 14.722
H 7.331 12.323 13.989
O 2.907 5.806 17.828
O -1.483 12.603 17.877
H -2.301 5.985 9.887
H -3.673 8.178 16.915
H -1.249 -2.999 16.862
H -11.207 -2.055 12.653
C -4.600 2.999 11.492
H -1.341 4.882 7.933
N -10.215 -2.181 12.794
H 9.575 11.279 10.443
H 4.950 13.788 18.520
N 2.390 3.360 8.573
H -1.988 2.459 7.087
N -4.775 4.345 11.891
O 2.052 1.700 11.925
H -0.055 16.236 11.347
H -0.653 0.382 7.903
H -0.703 6.082 6.708
H -7.149 8.607 12.977
H 6.979 5.368 16.714
H -1.255 0.600 11.577
H -4.839 2.985 18.594
C 5.228 11.115 18.449
C -5.585 13.304 15.449
H -2.629 -3.984 16.356
H 4.636 3.968 9.843
H 2.076 13.311 13.220
O -8.004 0.560 14.356
H 4.256 12.451 13.760
C 10.255 10.929 11.220
H 7.649 11.027 12.001
O 3.959 4.119 16.083
H 5.233 8.876 16.354
H -6.358 1.757 14.798
C -8.101 5.265 14.980
C -9.841 -1.117 13.731
H -2.637 -2.674 14.008
O 8.945 6.180 16.652
C -0.957 15.057 14.700
H -5.953 0.110 14.417
N -7.997 8.279 12.536
C -6.074 6.271 15.547
H 3.703 0.009 19.705
H -7.654 14.412 15.328
C -5.570 7.626 16.150
H 1.307 8.537 20.827
H 1.574 8.312 14.811
O 1.871 8.541 17.655
O 9.733 11.397 12.486
C 1.603 2.522 10.866
H 2.519 13.482 11.512
C -1.081 -1.416 14.376
C -1.369 10.617 9.950
H -1.944 -0.254 10.313
H -8.407 -0.430 12.452
H -8.844 7.398 10.959
C -1.125 7.460 13.047
H 4.500 -1.219 18.784
H -2.034 6.982 14.925
H -4.094 14.357 16.534
H 5.830 11.646 19.187
H -8.194 4.771 15.947
N 7.300 7.560 14.997
H 3.165 3.269 7.933
C -5.722 8.821 15.284
H 1.676 2.856 8.067
C -3.334 2.995 17.026
O 0.218 7.634 13.384
H 0.341 17.704 10.314
H 9.675 4.722 17.756
H 1.498 2.858 16.151
H -0.038 8.083 15.435
H -3.240 2.498 20.278
O -1.382 13.968 8.202
O 5.108 11.943 17.287
C 3.014 13.215 17.751
H -5.872 -1.023 18.747
C -2.375 11.441 14.511
H 1.277 12.948 16.402
H -1.927 9.683 9.893
N -4.291 8.288 8.761
H -8.063 4.218 10.487
H 3.682 9.158 14.431
H 10.409 9.852 11.280
H -2.063 11.337 6.815
O 2.893 -0.360 17.769
H -6.218 6.969 7.497
H 0.382 10.232 19.159
H 5.591 6.012 14.391
N 5.110 12.778 12.007
H -6.651 9.659 10.616
H -4.325 9.295 8.684
H -0.162 3.966 5.318
C 3.967 -0.274 18.686
H 8.388 11.134 16.231
C 4.592 13.256 17.639
N -3.362 6.757 13.334
H 0.236 -0.865 17.367
H 3.540 8.119 12.958
N -2.238 4.583 5.402
C -4.144 7.662 7.508
H -1.218 1.196 9.879
H 5.559 11.874 11.953
H 4.257 10.771 18.806
C -0.705 7.772 20.446
H -2.227 5.590 5.486
H 0.343 4.902 7.568
H -0.359 19.613 11.327
H -1.025 7.171 12.001
H -6.062 5.492 16.310
H -7.779 -1.447 13.810
H -1.428 -4.793 14.731
H -10.601 -0.591 15.568
H -3.743 2.580 16.105
C -0.873 17.218 13.571
C -1.567 7.826 19.122
H -1.222 -4.244 13.321
H -1.558 8.454 13.164
H -9.114 5.495 14.648
H -1.452 19.928 12.371
H -1.633 4.658 13.005
H -5.095 1.917 9.685
H 0.798 8.432 19.279
C -1.565 7.919 4.883
H -1.128 7.112 4.296
H -1.468 17.739 14.322
H -3.336 0.953 14.042
H 0.145 15.420 8.706
H 3.444 5.701 18.614
H 3.409 10.807 11.314
C 1.249 1.915 13.121
H 3.206 5.114 17.238
H 8.304 7.450 14.980
H -7.755 12.789 14.722
O -0.927 7.474 17.944
C -0.899 17.995 12.150
C -1.641 5.147 13.979
H 3.296 15.020 18.438
H -5.130 8.658 14.384
O -7.409 6.506 15.127
O -3.398 11.986 15.404
C -3.917 2.452 18.365
H 5.834 10.298 18.058
H -2.688 2.713 12.469
C -2.860 -0.021 13.935
H -0.325 6.779 20.689
C -5.573 7.615 6.902
H -2.790 11.806 9.052
C -3.095 2.623 11.462
C -4.551 12.564 14.602
H 1.540 2.863 13.572
C -1.083 2.547 6.486
H -0.621 5.875 16.579
H 5.629 13.423 12.584
C -0.843 12.946 9.079
H -0.635 11.446 7.334
H -7.600 4.624 14.255
H -5.454 15.025 16.799
C -1.493 8.337 21.620
H -1.784 17.754 11.562
C 7.503 6.254 17.071
C -8.372 -0.577 13.531
C -0.989 4.051 6.023
C -2.142 -3.017 16.238
H 2.491 7.815 17.722
C 1.011 0.906 16.650
C 0.193 0.695 7.292
C 4.010 3.291 10.424
H -2.164 2.100 19.036
C -0.918 15.260 8.524
H -8.594 4.181 12.231
H -0.090 15.424 15.249
C 0.519 8.374 14.544
H -0.832 -0.004 16.551
C -3.004 8.286 6.751
H -1.976 8.712 4.258
H -5.575 7.249 5.875
H -5.750 4.591 11.800
O -2.958 6.385 10.457
H -6.302 2.999 10.203
H 7.530 6.344 18.157
N 0.492 8.571 20.232
O -3.091 1.334 10.925
H -1.011 13.980 14.546
C -8.372 4.796 11.359
H -5.704 12.690 16.342
H 1.842 14.184 18.928
H -2.828 -0.311 12.885
C -5.930 -0.816 17.679
N -1.515 11.032 7.606
H 4.802 7.188 16.308

Cartesian forces (eV/Å) of the 2 atoms listed first:
O 0.38 -0.24 -0.10
H -0.80 0.45 0.31

Output
Kohn-Sham gap = 8.82 eV
Total energy = -6025.278463 Eh
LUMO energy = 0.357 eV
M = 1819.73 g/mol